Record 1
Density functional theory data (the ωB97M-V functional and the def2-TZVPD basis) for a single CO4S2 molecule at a distorted geometry.

## Properties
- total charge = 0
- energy above the lowest of the compared OMol25 structures with the same formula, charge and spin (kcal per mole) = 74.83
- M (g mol⁻¹) = 140.14
- frontier orbital gap (alpha / beta) (eV) = 6.807 / 8.012

Geometry (Å):
C: 1.465 -0.820 0.382
O: 1.412 2.088 0.382
O: 1.217 -1.815 -0.162
O: -2.090 -1.265 -0.477
O: -0.642 0.761 0.120
S: 0.782 1.106 -0.494
S: -2.143 -0.055 0.248

Record 2
Density functional theory data (the ωB97M-V functional and the def2-TZVPD basis) for a gas-phase ion, C2H7FN5 (charge +1) at a distorted geometry.

## Properties
- total charge = +1
- energy above the lowest of the compared OMol25 structures with the same formula, charge and spin (kcal per mole) = 13.83
- M (g mol⁻¹) = 120.11
- 2S+1 = 3
- frontier orbital gap (alpha / beta) (eV) = 6.382 / 7.259
- <S²> = 2.0110

Geometry (Å):
C: -1.386 1.634 0.139
C: 0.347 -0.391 0.020
N: -1.856 2.256 -0.793
N: 0.500 -1.761 0.000
N: 1.470 0.325 -0.028
N: -1.022 2.138 1.303
N: -0.884 0.068 0.059
F: -1.595 3.305 1.729
H: -2.109 2.061 -1.709
H: 1.458 -2.093 0.037
H: -0.324 -2.364 0.201
H: 2.240 -0.148 -0.469
H: 1.424 1.313 -0.212
H: -0.058 2.127 1.476
H: -1.502 -0.743 0.250

Record 3
Density functional theory data (the ωB97M-V functional and the def2-TZVPD basis) for 2 unconnected molecules or ions with the total composition C2H9NO at a distorted geometry.

## Properties
- total charge = 0
- energy above the lowest of the compared OMol25 structures with the same formula, charge and spin (kcal per mole) = 21.13
- M (g mol⁻¹) = 63.10
- frontier orbital gap (eV) = 10.747
- SMILES = COC.N

Geometry (Å):
C: 1.818 0.411 1.145
N: -3.560 0.066 -0.016
H: 0.981 0.274 1.837
H: 2.713 0.480 1.773
H: 1.699 1.299 0.525
H: -2.585 -0.166 -0.173
H: -3.560 1.077 0.109
H: -4.072 -0.130 -0.868
C: 1.285 -0.689 -0.869
O: 1.978 -0.728 0.330
H: 1.304 0.318 -1.333
H: 1.771 -1.268 -1.654
H: 0.228 -0.945 -0.805

Record 4
Density functional theory data (the ωB97M-V functional and the def2-TZVPD basis) for a molecular structure, C4H6HgO2 at a distorted geometry.

## Properties
- total charge = +1
- energy above the lowest of the compared OMol25 structures with the same formula, charge and spin (kcal per mole) = 144.77
- M (g mol⁻¹) = 286.68
- 2S+1 = 2
- frontier orbital gap (alpha / beta) (eV) = 7.693 / 6.052
- <S²> = 0.7539

Geometry (Å):
C: 0.320 -0.819 0.096
O: -0.024 -1.789 0.998
H: 1.074 -1.207 -0.600
H: -0.969 -1.760 1.186
C: 1.281 0.784 0.533
C: 0.172 1.452 -0.148
C: -0.626 0.224 -0.392
O: -1.165 -0.634 -1.194
Hg: -2.732 -1.784 -1.254
H: 1.333 0.961 1.612
H: 2.251 0.678 0.043
H: -0.272 2.338 0.313
H: -0.642 1.555 -1.192